Computed, not measured: C8H20Cl2N4O2SSiTc as an isolated structure, with ωB97M-V with the def2-TZVPD basis set.

Each line ends with the Mulliken charge.
CARTESIAN COORDINATES (ANGSTROEM)
Tc1 -0.18593 0.02986 0.03945  0.43
Cl1 -2.26998 1.53391 -0.53647  0.04
C1 -2.63851 0.41516 -1.87497  -0.20
Cl2 -1.36727 -0.86932 -1.93849  0.06
H1 -2.60531 0.95868 -2.81229  0.38
H2 -3.58945 -0.06818 -1.68289  0.39
C2 2.80968 1.56588 4.07731  -1.29
C3 2.91840 0.46450 3.09609  0.92
N1 3.84645 -0.43023 3.02774  -0.64
N2 3.51392 -1.23519 1.97590  0.23
C4 2.39183 -0.87038 1.38137  0.42
S1 1.56111 -1.57582 0.06541  -0.25
N3 1.99408 0.21561 2.07951  0.51
N4 0.82836 0.92396 1.74404  -0.89
H3 3.65128 1.49886 4.76211  0.35
H4 1.88710 1.48872 4.65559  0.35
H5 2.83952 2.53980 3.58532  0.35
H6 4.10748 -2.02070 1.74296  0.20
H7 1.08179 1.88062 1.48145  0.36
H8 0.20315 0.94360 2.55360  0.43
C5 -1.67152 -2.12643 1.76114  -0.71
O1 -1.29904 -0.84017 1.28320  -0.44
H9 -1.14524 -2.91147 1.21476  0.30
H10 -2.74633 -2.25517 1.63669  0.29
H11 -1.43139 -2.20399 2.82163  0.28
C6 2.83106 1.19238 -3.05675  -0.97
Si1 1.72820 2.24353 -1.98869  0.04
C7 0.58398 3.15121 -3.14124  -1.04
C8 2.74983 3.41182 -0.96464  -1.07
O2 0.82159 1.21550 -1.00369  0.15
H12 3.38350 1.85003 -3.72979  0.39
H13 2.24301 0.48956 -3.64902  0.30
H14 3.55319 0.62437 -2.46636  0.30
H15 1.18461 3.80419 -3.77658  0.36
H16 -0.14245 3.77579 -2.61628  0.33
H17 0.04418 2.44728 -3.77785  0.29
H18 3.32496 4.04869 -1.63926  0.39
H19 3.46529 2.88595 -0.32616  0.33
H20 2.14833 4.07304 -0.33495  0.35

Atomic forces in eV per Å
0.3 -0.2 0.1
-0.1 0.0 -0.1
0.0 0.0 0.0
0.0 -0.1 -0.1
0.0 0.0 0.0
0.0 0.0 0.0
0.0 0.0 0.0
0.0 0.0 0.0
0.0 0.0 0.0
0.0 0.0 0.0
0.0 0.0 0.1
-0.1 -0.1 0.0
0.0 0.0 -0.1
0.0 0.1 0.1
0.0 0.0 0.0
0.0 0.0 0.0
0.0 0.0 0.0
0.0 0.0 0.0
0.1 0.0 0.0
0.0 -0.1 0.0
0.0 -0.1 0.0
-0.1 0.1 0.1
0.0 0.0 0.0
0.0 0.0 0.0
0.0 0.0 0.0
-0.1 -0.1 0.5
0.2 0.0 -0.9
-0.2 0.0 0.5
-0.2 -0.1 0.4
0.1 0.6 0.0
0.0 -0.1 -0.1
0.1 0.0 -0.1
0.1 0.0 -0.1
0.0 0.0 -0.1
0.0 0.0 -0.1
0.0 0.0 -0.1
0.0 0.0 0.0
0.0 0.0 0.0
0.0 0.0 0.0

The value obtained for the energy above the lowest of the compared OMol25 structures with the same formula, charge and spin is 18.7 kcal/mol. Its multiplicity is 4. The charge is +2. The calculated total energy comes out at -2374.6332 a.u. For the LUMO energy (alpha / beta), the calculation gives -8.6 / -9.5 eV.